No. 1
# CH19MnO12

A molecular structure, CH19MnO12 in a non-equilibrium geometry (ωB97M-V/def2-TZVPD, OMol25).

Values from the calculation:
ΔE to the lowest compared entry with this formula, charge and spin	7.699	eV
Kohn-Sham gap (spin up / spin down)	0.15501 / 0.15184	Ha
net charge	+1
expectation value of S²	8.755
spin multiplicity	6
HOMO energy (spin up / spin down)	-12.30 / -12.30	eV

Structure (XYZ):
```
33
CH19MnO12 ωB97M-V/def2-TZVPD
O -4.4085 0.5669 0.0053
H -3.4714 0.5591 0.2136
H -4.5165 0.8289 -0.9120
H -4.8115 1.2055 0.5981
Mn -1.7513 -1.0499 -2.5321
C -0.2644 -0.4091 -0.5568
O 0.1798 -0.6164 -1.7152
O -1.4426 -0.7431 -0.4489
O 0.3867 0.1242 0.3336
O 0.1322 2.7284 0.2578
H 0.8627 3.0298 -0.2823
H 0.1922 1.7734 0.2314
O 2.1739 -1.9218 1.6655
H 1.3919 -2.3989 1.3877
H 2.2581 -1.2094 1.0318
O 2.5299 -2.1935 -1.9583
H 3.0495 -1.6916 -1.3303
H 1.6446 -1.8393 -1.8746
O -2.7678 -2.2241 1.4162
H -2.9553 -2.9849 0.8663
H -2.0786 -1.7533 0.9476
O 1.9481 1.3550 -2.9863
H 2.7292 0.8327 -3.1686
H 1.3085 0.7234 -2.6572
O 1.7364 0.9704 2.4558
H 1.2679 0.9252 3.2893
H 1.1253 0.6038 1.8168
O 3.2265 0.2264 -0.3641
H 2.2745 0.3238 -0.3472
H 3.5419 0.8349 0.3041
O -1.9494 1.0849 1.8055
H -1.3356 0.5519 1.3001
H -2.2069 1.7865 1.2075
```

***

No. 2
# CH19O12

10 unconnected molecules or ions with the total composition CH19O12 in a non-equilibrium geometry (ωB97M-V/def2-TZVPD, OMol25).

Values from the calculation:
ΔE to the lowest compared entry with this formula, charge and spin	0.528	eV
Kohn-Sham gap	0.35460	Ha
net charge	-1
HOMO energy	-7.27	eV

Structure (XYZ):
```
32
CH19O12 ωB97M-V/def2-TZVPD
C -14.1158 -23.0539 -26.7033
O -14.5252 -23.7329 -25.7866
O -13.0584 -23.5559 -27.4347
O -14.4741 -21.8705 -26.8853
H -12.8283 -24.4973 -27.2057
O -12.4194 -22.7726 -24.3552
H -13.2488 -23.2555 -24.6976
H -11.8420 -23.3869 -23.9165
O -15.9239 -24.9500 -24.0627
H -15.6104 -24.5811 -24.8975
H -15.4288 -24.5310 -23.3805
O -13.8808 -19.5844 -25.6624
H -14.2273 -20.3382 -26.1379
H -12.9536 -19.5788 -25.9089
O -13.0795 -20.9494 -29.0211
H -13.8843 -20.5220 -29.3999
H -13.5211 -21.4923 -28.3544
O -10.8621 -25.4079 -26.2126
H -10.2508 -25.0012 -26.8247
H -10.9186 -24.8290 -25.4564
O -13.3113 -26.1165 -25.1618
H -12.4769 -25.9358 -25.5269
H -13.8778 -25.3968 -25.3101
O -10.7150 -22.2212 -26.8802
H -11.5505 -22.6393 -26.8825
H -10.1348 -22.8299 -27.3610
O -16.5726 -20.1336 -27.1600
H -16.0389 -20.9263 -27.0130
H -16.6401 -19.6804 -26.3165
O -15.8260 -21.6327 -24.5624
H -15.3018 -22.1194 -25.2191
H -15.2218 -20.9821 -24.2456
```

***

No. 3
# CH20NO11

10 unconnected molecules or ions with the total composition CH20NO11 in a non-equilibrium geometry (ωB97M-V/def2-TZVPD, OMol25).

Values from the calculation:
ΔE to the lowest compared entry with this formula, charge and spin	3.904	eV
Kohn-Sham gap	0.34769	Ha
net charge	-1
HOMO energy	-6.52	eV

Structure (XYZ):
```
33
CH20NO11 ωB97M-V/def2-TZVPD
N -1.9329 1.2172 -0.1071
C -1.1321 0.0982 0.4996
O 0.0541 0.4111 0.4793
O -1.5949 -1.0765 0.5789
H -1.4517 2.1038 0.0114
H -2.8740 1.3456 0.2814
H 2.7476 2.2785 0.8909
H 1.8556 1.5102 1.5633
O 2.5449 2.0302 1.8575
H 0.1269 3.5207 0.3650
H -0.0158 2.3504 1.5666
O -0.3871 3.2311 1.2070
H -2.9169 -0.8380 1.1212
H -3.1790 0.0266 2.2108
O -3.7521 -0.3945 1.5688
H 2.1492 1.1073 -2.6990
H 0.8240 0.1427 -2.8553
O 1.3002 1.0211 -3.2108
H -0.0300 2.5497 -1.9497
H 0.8106 1.6185 -0.9625
O 0.5508 2.5542 -1.0393
H -0.2383 -3.1522 1.7446
H -1.3718 -2.6995 0.7426
O -0.6915 -3.4275 0.9237
H 2.0985 -1.8361 0.6546
H 1.3746 -0.4668 1.0742
O 2.0616 -1.0842 1.1901
H 1.4647 -3.7090 -1.3437
H 0.5053 -3.6033 -0.1118
O 1.2833 -3.0835 -0.6757
H 0.0712 -1.9342 -1.4414
H -0.2582 -0.5032 -1.9161
O 0.0033 -1.3088 -2.2192
```

***

No. 4
# CH20Na3O13

A molecular structure, CH20Na3O13 in a non-equilibrium geometry (ωB97M-V/def2-TZVPD, OMol25).

Values from the calculation:
Kohn-Sham gap (spin up / spin down)	0.26834 / 0.13860	Ha
net charge	+2
expectation value of S²	0.756
spin multiplicity	2
HOMO energy (spin up / spin down)	-16.92 / -15.75	eV

Structure (XYZ):
```
37
CH20Na3O13 ωB97M-V/def2-TZVPD
Na -13.7258 -0.7707 -1.2785
Na -10.6060 -0.2954 0.3119
Na -12.6928 2.5010 0.1463
C -14.1602 0.5414 1.5184
O -14.8178 0.8502 0.5178
O -12.9558 0.3274 1.4977
O -14.7265 0.2432 2.6083
O -16.0917 3.3790 2.1056
H -15.3031 3.8946 2.2745
H -15.7657 2.5044 1.8936
O -14.2699 -2.5316 1.7810
H -14.3527 -1.6665 2.1822
H -13.3954 -2.5330 1.3919
O -15.6591 1.0593 -2.2052
H -16.6077 1.1158 -2.0901
H -15.2984 1.3250 -1.3594
O -17.3424 0.2833 3.0132
H -16.4136 0.4337 2.8375
H -17.7047 0.0094 2.1706
O -11.1011 -2.6071 2.2107
H -11.4822 -2.8249 1.3601
H -11.3981 -1.7141 2.3852
O -11.0453 0.0819 3.2451
H -11.8381 0.3637 2.7886
H -10.3413 0.5859 2.8368
O -16.8917 -1.2080 0.4224
H -16.4407 -0.3787 0.5808
H -16.2673 -1.8779 0.7011
O -16.2269 1.1094 5.7677
H -16.0105 1.1348 4.8356
H -16.3921 2.0230 6.0007
O -13.6411 2.1512 4.3414
H -12.7881 2.4129 3.9947
H -13.9524 1.4815 3.7325
O -14.2987 -1.5434 5.1288
H -14.3716 -0.8616 5.7967
H -14.3747 -1.0745 4.2978
```